Below is C27H24CdCl2N5O7Si as an isolated structure, with properties calculated with ωB97M-V/def2-TZVPD.

```
67
Properties=species:S:1:pos:R:3:mulliken_charge:R:1
Cd 0.200 0.078 -0.009 2.593
O -3.241 7.370 -0.218 -0.652
N -3.584 6.203 -0.229 1.058
O -4.734 5.841 -0.382 -0.634
C -2.535 5.175 -0.061 -0.531
C -1.295 5.649 0.161 -0.480
C -0.183 4.776 0.328 1.153
C 1.107 5.259 0.609 -0.740
C 2.120 4.365 0.813 -1.053
C 1.834 2.997 0.698 -0.342
N 0.650 2.525 0.387 0.139
C -0.367 3.394 0.223 -0.601
C -1.702 2.881 -0.029 -0.562
N -1.819 1.548 -0.125 0.290
C -3.001 1.002 -0.304 -0.627
C -4.160 1.782 -0.399 -1.087
C -4.065 3.145 -0.328 -0.609
C -2.802 3.753 -0.142 0.920
H -1.149 6.718 0.221 0.561
H 1.269 6.328 0.677 0.437
H 3.122 4.690 1.056 0.432
H 2.608 2.263 0.882 0.550
H -3.017 -0.083 -0.363 0.634
H -5.121 1.304 -0.528 0.464
H -4.949 3.752 -0.410 0.559
O -3.024 -2.257 4.870 -0.651
C -2.396 -1.835 3.926 0.536
C -2.761 -1.979 2.468 -0.081
O -3.804 -2.435 2.025 -0.710
C -1.651 -1.402 1.709 0.687
C -0.743 -0.761 2.600 0.770
O 0.234 -0.019 2.216 -0.977
C -1.110 -1.044 3.987 -0.036
O -0.513 -0.721 5.001 -0.703
O -1.514 -1.419 0.438 -0.981
C -1.211 0.905 -3.622 -1.163
C -0.443 -0.372 -3.407 0.248
C -0.337 -1.313 -4.411 -0.870
C 0.400 -2.474 -4.151 -0.554
C 1.013 -2.654 -2.941 -0.937
C 0.881 -1.658 -1.931 1.221
N 0.139 -0.535 -2.215 0.082
N 1.426 -1.676 -0.716 0.010
Si 2.421 -2.886 -0.034 -0.103
C 3.899 -3.271 -1.172 -1.367
C 1.540 -4.499 0.310 -1.112
C 3.094 -2.187 1.578 -1.039
H -0.757 1.490 -4.426 0.357
H -1.213 1.502 -2.713 0.032
H -2.243 0.693 -3.908 0.328
H -0.818 -1.151 -5.367 0.418
H 0.484 -3.239 -4.916 0.403
H 1.580 -3.551 -2.724 0.324
H 3.827 -4.268 -1.617 0.358
H 4.847 -3.227 -0.627 0.475
H 3.949 -2.554 -2.000 0.372
H 1.221 -4.993 -0.612 0.314
H 0.649 -4.317 0.917 0.281
H 2.191 -5.188 0.858 0.360
H 2.808 -1.138 1.692 0.122
H 4.184 -2.265 1.631 0.423
H 2.682 -2.718 2.440 0.317
Cl 3.018 0.932 -1.642 -0.065
C 4.577 0.566 -0.908 0.128
Cl 5.925 1.361 -1.746 -0.201
H 4.723 -0.506 -0.955 -0.116
H 4.570 0.914 0.118 0.228
```

Summary:
- LUMO energy (eV) = 0.3272
- HOMO (Eh) = -0.1389
- total charge = -1
- orbital gap (eV) = 4.11

Below is C27H24Cl2CuN4OS2 as an isolated structure in a non-equilibrium geometry, with properties calculated with ωB97M-V/def2-TZVPD.

```
61
Properties=species:S:1:pos:R:3:mulliken_charge:R:1
Cu -1.098 2.097 0.313 -0.419
C -0.500 -2.795 3.260 -0.451
S -2.119 -2.000 3.400 -0.229
C -1.674 -0.424 2.561 0.328
S -0.258 0.351 3.012 -0.564
N -2.583 -0.171 1.686 -0.992
N -2.538 0.922 0.900 0.741
C -3.632 1.041 0.144 -0.421
C -3.779 2.139 -0.698 0.831
C -5.014 2.521 -1.290 -1.130
C -5.114 3.719 -1.936 -0.087
C -3.985 4.561 -1.995 -0.935
C -2.801 4.095 -1.458 0.054
N -2.660 2.919 -0.879 -0.127
H -0.446 -3.605 3.979 0.399
H -0.375 -3.176 2.250 -0.042
H 0.244 -2.028 3.475 0.162
H -4.430 0.315 0.282 0.261
H -5.871 1.866 -1.187 0.322
H -6.048 4.038 -2.388 0.367
H -4.041 5.532 -2.468 0.354
H -1.901 4.696 -1.504 0.337
Cl 1.035 6.561 0.359 -0.274
C 1.772 5.006 0.099 0.269
C 3.132 4.972 -0.144 -0.777
C 3.751 3.752 -0.318 0.766
Cl 5.483 3.735 -0.574 -0.329
C 3.042 2.544 -0.274 0.610
C 3.624 1.264 -0.359 -1.811
C 2.806 0.160 -0.256 0.106
C 1.422 0.295 -0.194 1.095
N 0.854 1.507 -0.132 -0.408
C 1.638 2.607 -0.085 0.115
C 0.961 3.853 0.189 0.320
O -0.267 3.876 0.517 -0.869
H 3.697 5.891 -0.185 0.425
H 4.695 1.157 -0.469 0.377
H 3.252 -0.819 -0.239 0.192
H 0.584 -1.174 1.015 -0.251
C -0.773 -2.266 -1.629 -2.701
C 0.587 -2.128 -0.936 2.855
C 1.656 -2.027 -2.039 -2.067
C 0.488 -0.866 -0.030 -0.116
C 0.931 -3.351 -0.098 -0.556
C 2.026 -3.293 0.768 0.592
C 2.423 -4.394 1.501 -1.131
C 1.731 -5.588 1.406 -0.419
C 0.626 -5.658 0.574 -0.893
C 0.238 -4.554 -0.172 0.022
H -0.967 -1.362 -2.202 0.529
H -1.571 -2.379 -0.898 0.527
H -0.785 -3.112 -2.316 0.588
H 1.660 -1.032 -2.475 0.415
H 1.444 -2.754 -2.824 0.444
H 2.649 -2.240 -1.656 0.409
H -0.517 -0.442 -0.121 -0.351
H 2.563 -2.366 0.891 0.073
H 3.274 -4.315 2.161 0.395
H 2.040 -6.451 1.982 0.367
H 0.050 -6.574 0.519 0.366
H -0.629 -4.647 -0.806 0.338
```

Summary:
- LUMO energy (spin up / spin down) (eV) = 4.2461 / 4.2458
- HOMO (spin up / spin down) (Eh) = 0.0262 / -0.0229
- total charge = -2
- multiplicity = 2
- expectation value of S² = 0.782
- orbital gap (spin up / spin down) (eV) = 3.53 / 4.87

Below is one molecule with the formula C27H24F2N4O3S2, with properties calculated with ωB97M-V/def2-TZVPD.

```
62
Properties=species:S:1:pos:R:3:mulliken_charge:R:1
O -1.520 -1.952 -2.291 -0.611
C -0.975 -2.770 -1.582 0.257
C -1.762 -3.886 -0.906 -0.600
S -2.900 -3.057 0.267 -0.135
C -1.731 -1.890 0.923 0.559
N -0.616 -2.349 1.351 -0.454
C 0.341 -1.459 1.763 0.503
C 1.558 -1.941 2.254 -0.615
C 2.532 -1.056 2.655 -0.541
C 2.321 0.320 2.576 -0.517
C 1.127 0.809 2.094 -0.736
C 0.125 -0.074 1.688 0.258
C -1.151 0.436 1.201 0.484
O -1.452 1.603 1.091 -0.658
N -2.071 -0.574 0.862 0.411
C -3.344 -0.175 0.367 -1.196
C -4.486 -0.468 1.098 0.170
C -5.725 -0.084 0.620 -0.760
C -5.807 0.615 -0.577 0.227
S -7.376 1.129 -1.240 -0.147
C -8.181 1.690 0.307 0.295
F -9.052 2.668 0.031 -0.238
F -8.881 0.702 0.900 -0.227
C -4.664 0.898 -1.312 -1.042
C -3.428 0.501 -0.842 0.032
N 0.338 -2.761 -1.245 0.013
C 1.253 -1.704 -1.381 -0.133
C 2.523 -1.867 -0.842 -1.028
C 3.442 -0.839 -0.863 -0.075
C 3.131 0.400 -1.433 1.268
N 4.046 1.436 -1.530 -0.087
C 3.626 2.804 -1.286 -0.810
C 3.786 3.138 0.205 0.133
O 5.111 2.939 0.647 -0.461
C 5.537 1.615 0.412 -0.041
C 5.412 1.268 -1.077 -1.024
C 1.856 0.537 -1.998 -0.433
C 0.935 -0.486 -1.974 -1.012
H -1.146 -4.602 -0.365 0.321
H -2.417 -4.387 -1.615 0.469
H 1.704 -3.007 2.320 0.559
H 3.470 -1.429 3.040 0.431
H 3.092 1.000 2.907 0.499
H 0.928 1.868 2.031 0.598
H -4.407 -1.006 2.031 0.555
H -6.613 -0.341 1.176 0.493
H -7.427 2.060 1.016 0.244
H -4.750 1.424 -2.249 0.434
H -2.534 0.705 -1.407 0.431
H 0.670 -3.509 -0.651 0.275
H 2.792 -2.807 -0.382 0.332
H 4.405 -1.017 -0.411 0.273
H 2.590 2.954 -1.576 0.363
H 4.263 3.467 -1.880 0.325
H 3.559 4.189 0.395 0.450
H 3.097 2.503 0.784 -0.312
H 6.576 1.567 0.743 0.403
H 4.929 0.915 1.007 -0.012
H 5.762 0.258 -1.282 0.493
H 6.030 1.968 -1.650 0.381
H 1.580 1.456 -2.489 0.437
H -0.034 -0.347 -2.424 0.527
```

Summary:
- LUMO energy (eV) = 0.1551
- HOMO (Eh) = -0.2735
- SMILES = O=C(CSc1nc2ccccc2c(=O)n1-c1ccc(SC(F)F)cc1)Nc1ccc(N2CCOCC2)cc1
- total charge = 0
- orbital gap (eV) = 7.60